(1)
{"formula": "C7H16NP", "method": "the ωB97M-V functional and the def2-TZVPD basis", "species": ["C", "C", "C", "C", "C", "C", "C", "N", "P", "H", "H", "H", "H", "H", "H", "H", "H", "H", "H", "H", "H", "H", "H", "H", "H"], "xyz": [[2.159670, 0.619828, -0.625054], [2.062437, 0.067456, 1.764775], [1.875704, -1.710800, 0.096666], [-2.639904, 1.093520, -0.970097], [-1.459608, -1.142441, -0.732055], [1.873734, -0.241059, 0.272689], [-1.375052, 0.314906, -0.415821], [2.359758, 1.655056, -1.378505], [-1.323190, 0.479881, 1.497299], [1.178421, 0.019905, 2.194097], [2.595570, 1.047377, 1.839150], [2.683653, -0.646885, 2.081320], [0.801223, -2.086607, 0.122104], [2.380799, -2.158791, 0.874299], [2.331706, -2.015132, -0.936987], [-2.924389, 0.595922, -1.892642], [-3.502421, 1.110311, -0.179642], [-2.422064, 2.180012, -1.246441], [-1.072951, -1.800432, -0.018314], [-0.902227, -1.409704, -1.649613], [-2.496002, -1.476820, -0.823154], [-0.694549, 1.497337, 1.009945], [-0.401277, 0.740029, -0.841461], [1.413527, 1.947907, -1.828700], [-2.502571, 1.319220, 1.786130]], "atomic_forces_ev_per_a": [[0.2, 5.1, -3.2], [2.1, 4.2, -4.2], [-2.1, -0.7, -4.4], [0.1, 1.0, 0.9], [-0.5, -0.6, -2.1], [1.2, -1.3, 1.9], [-1.0, 0.7, 0.0], [-2.2, -3.1, 0.9], [-1.7, -1.2, 0.3], [-3.9, 0.1, 2.6], [-0.8, -0.6, 0.4], [2.4, -2.6, 1.6], [1.5, 0.2, -0.1], [1.3, -1.2, 1.5], [-0.9, 0.3, 1.9], [-0.4, 0.0, -0.1], [1.5, -0.2, -1.7], [-0.2, -1.4, 0.6], [0.8, -0.7, 1.4], [-0.5, 0.2, 0.0], [-0.1, 0.1, -0.3], [2.3, 3.4, 0.4], [-1.5, -0.5, 0.8], [1.8, -0.4, 1.1], [0.6, -0.8, -0.5]], "lowdin_charge": [-0.160, -0.037, -0.059, -0.149, -0.200, -0.370, -0.648, 0.097, 0.872, -0.044, 0.116, 0.031, 0.074, 0.038, 0.127, 0.050, 0.077, 0.082, 0.005, 0.091, 0.081, -0.150, 0.079, 0.080, -0.084], "smiles": "CC(C)=C=N.CC(C)P", "total_energy_ha": -672.25094, "largest_force_ev_per_a": 6.3, "orbital_gap_ev": 9.612, "multiplicity": 1}

=====

(2)
{"formula": "C7H16O", "method": "the ωB97M-V functional and the def2-TZVPD basis", "species": ["C", "C", "C", "C", "C", "C", "C", "H", "H", "H", "H", "H", "H", "H", "H", "H", "H", "H", "H", "H", "H", "H", "H", "O"], "xyz": [[0.781603, -2.297569, 1.345489], [1.167263, -1.124079, 0.424897], [0.195307, -0.958334, -0.732733], [-1.296825, -0.743563, -0.355777], [-1.450712, 0.531536, 0.511534], [-1.049025, 1.823131, -0.125526], [-1.245905, 2.226517, -1.370689], [1.558792, -2.495890, 2.082604], [-0.199381, -2.096555, 1.774442], [0.667191, -3.213278, 0.769334], [2.199698, -1.292876, 0.103134], [1.165288, -0.164451, 0.952242], [0.252053, -1.877053, -1.335832], [0.480850, -0.113396, -1.361339], [-1.840174, -0.606118, -1.282271], [-1.625163, -1.577735, 0.253096], [-2.521068, 0.714575, 0.692424], [-0.935984, 0.341632, 1.449733], [-0.593232, 2.520143, 0.581467], [-1.509455, 1.438682, -2.082124], [-0.956448, 3.151777, -1.834193], [2.139576, 2.125421, 0.571030], [2.561841, 1.465288, -0.649243], [2.053907, 2.222199, -0.381703]], "atomic_forces_ev_per_a": [[0.0, 0.5, -0.5], [-0.2, 0.0, 0.4], [-0.4, -0.6, -0.5], [1.4, 1.0, 0.6], [-0.8, -0.6, -0.9], [0.7, 1.2, 0.6], [0.3, -1.7, -0.6], [-0.3, 0.2, 0.3], [0.2, -0.1, 0.5], [0.0, -0.1, -0.2], [-0.1, 0.1, -0.4], [0.2, -0.2, 0.4], [0.0, 0.2, -0.1], [0.2, -0.1, 0.0], [-0.4, -0.4, 0.0], [-0.5, -0.3, -0.3], [0.2, -0.5, 0.5], [-0.1, 0.4, 0.2], [-0.2, 0.1, -0.2], [-0.4, 0.4, 0.0], [0.1, 0.4, 0.4], [-0.2, 0.4, 0.3], [0.4, -0.6, -0.7], [0.1, 0.2, 0.5]], "lowdin_charge": [-0.101, -0.276, -0.223, -0.190, -0.209, -0.215, -0.005, 0.069, 0.061, 0.073, 0.104, 0.083, 0.110, 0.093, 0.097, 0.093, 0.118, 0.097, 0.095, 0.057, 0.053, 0.036, 0.022, -0.042], "smiles": "C=CCCCCC.O", "total_energy_ha": -351.50729, "largest_force_ev_per_a": 1.9, "orbital_gap_ev": 10.042, "multiplicity": 1}

=====

(3)
{"formula": "C7H16O", "method": "the ωB97M-V functional and the def2-TZVPD basis", "species": ["C", "C", "C", "C", "C", "C", "C", "H", "H", "H", "H", "H", "H", "H", "H", "H", "H", "H", "H", "H", "H", "H", "H", "O"], "xyz": [[1.150605, -2.211174, -2.918809], [1.214402, -1.540079, -1.537369], [0.704341, -0.096917, -1.567009], [0.345391, 0.403514, -0.180469], [1.269901, 0.650794, 0.738247], [1.043832, 1.116354, 2.150116], [-1.132337, 0.617366, 0.053042], [1.914359, -2.980351, -3.037966], [1.231507, -1.463814, -3.713526], [0.198620, -2.709404, -3.078226], [2.246813, -1.530403, -1.173304], [0.658529, -2.122974, -0.805908], [-0.135944, 0.014408, -2.249975], [1.504858, 0.556439, -1.934619], [2.331668, 0.520720, 0.531199], [1.608714, 0.544493, 2.880413], [0.001752, 1.081438, 2.464164], [1.318940, 2.166788, 2.225762], [-1.562745, 1.114939, -0.822516], [-1.387888, 1.264373, 0.897357], [-1.659143, -0.318935, 0.226327], [-4.318999, 0.616557, 3.309506], [-2.899795, 1.038639, 3.107268], [-3.760582, 1.086131, 2.681362]], "atomic_forces_ev_per_a": [[-0.1, 0.1, 0.2], [0.2, -0.1, -0.4], [0.5, 0.2, 0.6], [-0.5, 0.2, -0.1], [0.3, -0.1, 0.6], [-0.6, 0.3, -0.2], [0.0, 0.4, 0.1], [0.1, 0.1, -0.1], [0.3, -0.1, 0.0], [-0.2, 0.0, 0.1], [-0.1, 0.0, 0.0], [-0.2, -0.1, 0.1], [-0.1, -0.1, 0.0], [-0.1, -0.2, -0.2], [-0.1, -0.1, -0.4], [0.2, 0.0, 0.0], [-0.1, -0.2, -0.1], [0.3, 0.1, 0.2], [-0.1, -0.2, 0.0], [0.3, -0.1, 0.0], [-0.1, -0.2, -0.2], [-0.2, 0.0, -0.1], [0.2, 0.1, -0.1], [0.0, -0.1, 0.2]], "lowdin_charge": [-0.113, -0.255, -0.193, -0.312, -0.131, -0.098, -0.052, 0.065, 0.069, 0.065, 0.103, 0.106, 0.106, 0.119, 0.108, 0.069, 0.048, 0.074, 0.081, 0.056, 0.086, 0.035, 0.023, -0.059], "smiles": "C/C=C(\\C)CCC.O", "total_energy_ha": -351.52273, "largest_force_ev_per_a": 0.8, "orbital_gap_ev": 9.544, "multiplicity": 1}

=====

(4)
{"formula": "C7H16O", "method": "the ωB97M-V functional and the def2-TZVPD basis", "species": ["C", "C", "C", "C", "C", "C", "C", "O", "H", "H", "H", "H", "H", "H", "H", "H", "H", "H", "H", "H", "H", "H", "H", "H"], "xyz": [[-2.626050, -1.167392, -0.142242], [-2.577270, 1.413503, -0.333770], [1.888283, 0.891995, 1.252570], [2.161328, -1.437161, 0.203614], [0.925919, 0.113072, -1.042984], [-2.145795, 0.125309, 0.339890], [2.028273, 0.075405, -0.057144], [3.171617, 0.853778, -0.606234], [-3.487656, -1.597630, 0.397660], [-3.108839, -1.013986, -1.129030], [-1.723296, -1.870464, -0.173224], [-3.768034, 1.649872, -0.255234], [-2.579614, 1.502272, -1.443050], [-2.192714, 2.216352, 0.202632], [0.972431, 1.577910, 1.143852], [2.761126, 1.510079, 1.383868], [1.884423, 0.129482, 2.053342], [1.192075, -1.932242, 0.382046], [2.805343, -1.602217, 1.073292], [2.739914, -2.017378, -0.668872], [0.125853, 0.761346, -0.873856], [0.477632, -0.835712, -1.555748], [-2.009506, 0.055896, 1.403064], [3.084566, 0.597914, -1.554442]], "atomic_forces_ev_per_a": [[0.1, -1.0, -1.7], [-3.5, -1.2, -0.2], [-2.1, -0.6, -0.3], [2.9, -1.2, -1.0], [-1.5, -1.9, -0.8], [-1.2, 0.8, -0.4], [0.5, 0.6, 0.2], [-0.7, -2.3, -1.8], [0.6, 0.0, 0.5], [0.8, -0.4, 0.0], [-1.6, 0.4, -0.1], [2.1, -1.0, 0.4], [1.1, -0.3, 0.7], [1.1, 1.7, 0.3], [1.2, -1.2, 0.8], [0.2, 0.1, 0.0], [-0.7, 0.9, 0.1], [0.4, 0.4, -0.1], [-0.1, -0.1, 0.0], [-1.5, 1.4, 1.6], [-0.9, 1.6, 0.0], [1.5, 1.6, 0.8], [0.5, 0.9, 0.4], [0.8, 0.6, 0.6]], "lowdin_charge": [-0.162, -0.140, -0.022, -0.072, 0.084, -0.227, -0.648, -0.070, 0.076, 0.073, 0.088, 0.120, 0.076, 0.023, 0.104, 0.068, 0.077, 0.076, 0.067, 0.129, 0.004, 0.104, 0.081, 0.090], "total_energy_ha": -351.33806, "largest_force_ev_per_a": 3.7, "orbital_gap_ev": [7.585, 9.285], "multiplicity": 1}

=====

(5)
{"formula": "C7H16O", "method": "the ωB97M-V functional and the def2-TZVPD basis", "species": ["C", "C", "C", "C", "C", "C", "C", "H", "H", "H", "H", "H", "H", "H", "H", "H", "H", "H", "H", "H", "H", "H", "H", "O"], "xyz": [[-0.917712, 3.238452, -0.385665], [-0.057209, 2.233795, 0.500996], [-0.533125, 0.849613, 0.019576], [0.092747, 0.211728, -1.255833], [1.398805, -0.514877, -1.017876], [1.354407, -2.016995, -0.865513], [0.391651, -2.884611, -1.279871], [-0.676296, 4.219026, -0.160004], [-0.831360, 3.138538, -1.471024], [-2.029482, 3.120960, -0.108343], [-0.071125, 2.537220, 1.564283], [1.047115, 2.365480, 0.149033], [-1.700636, 0.899208, -0.000306], [-0.313513, 0.021035, 0.858717], [-0.596920, -0.480983, -1.715066], [0.189538, 1.042015, -1.967604], [2.166917, -0.421387, -1.852445], [1.981156, -0.054322, -0.118980], [2.219012, -2.343660, -0.412914], [-0.514745, -2.612559, -1.689141], [0.604973, -3.948020, -1.253703], [-1.670291, -2.103922, 3.363369], [-0.583469, -1.472989, 2.703137], [-1.199782, -1.326034, 3.477013]], "atomic_forces_ev_per_a": [[-1.4, -1.8, 1.2], [1.3, 1.0, -3.2], [-1.2, -2.8, 3.1], [-0.4, 1.6, 0.1], [2.1, 0.5, 0.6], [-3.2, 0.2, -1.1], [3.3, 0.4, 1.3], [0.6, 2.1, 0.5], [0.2, -0.4, 0.2], [1.6, 0.1, -0.5], [-0.4, -0.7, -0.5], [-1.6, -0.2, 0.7], [2.0, -0.3, -0.3], [-0.6, 1.7, -1.4], [-0.4, -0.1, 0.0], [0.3, -0.3, -0.1], [-1.0, 0.4, 0.6], [-1.1, -0.8, -1.3], [1.9, -1.3, 0.7], [-1.7, 0.8, -0.9], [-0.1, 0.1, 0.2], [-2.0, -2.4, 0.3], [-0.6, 0.9, 1.3], [2.6, 1.5, -1.5]], "lowdin_charge": [-0.123, -0.238, -0.245, -0.226, -0.232, -0.173, 0.020, 0.022, 0.064, 0.094, 0.103, 0.123, 0.126, 0.120, 0.088, 0.103, 0.129, 0.136, 0.061, 0.015, 0.049, -0.017, 0.054, -0.051], "smiles": "C=CCCCCC.O", "total_energy_ha": -351.47070, "largest_force_ev_per_a": 4.4, "orbital_gap_ev": 10.374, "multiplicity": 1}